The following is a DFT calculation (ωB97M-V/def2-TZVPD) of a cluster of 4 separate species, C17H39IO8S in total.

```
! wB97M-V def2-TZVPD RIJCOSX def2/J DEFGRID3
* xyz 0 1
C 0.5531 -1.7358 0.1873
C -0.4669 -1.5555 -0.9480
I 0.3752 -2.0363 -2.8689
C -0.9887 -0.1350 -0.9257
O -1.8378 0.2034 -2.0464
C -3.0178 -0.4098 -2.0407
O -3.4086 -1.2274 -2.8058
O -3.8007 0.0764 -0.9933
S -4.7163 -0.9950 -0.1797
C -5.9219 -1.5653 -1.3364
O -5.3641 -0.1921 0.7981
O -3.8491 -2.0590 0.2163
H 1.5071 -2.1005 -0.1820
H 0.1832 -2.4632 0.9087
H 0.7299 -0.7915 0.7055
H -1.2774 -2.2716 -0.8381
H -1.5588 0.0175 -0.0037
H -0.1725 0.5818 -0.9620
H -5.5685 -2.4833 -1.7930
H -6.0735 -0.8023 -2.0940
H -6.8182 -1.7083 -0.7367
C 0.8797 2.3728 -3.2844
C 1.2905 3.3423 -2.1907
O 2.4466 2.9457 -1.4734
C 3.6309 2.7923 -2.2388
C 4.0830 4.0569 -2.9466
H 0.7424 1.3727 -2.8725
H -0.0602 2.6955 -3.7340
H 1.6223 2.3038 -4.0801
H 0.5063 3.3999 -1.4339
H 1.4107 4.3525 -2.5986
H 3.5267 1.9680 -2.9536
H 4.3904 2.4916 -1.5176
H 3.3660 4.3862 -3.7002
H 5.0331 3.8746 -3.4497
H 4.2235 4.8662 -2.2290
C -5.6129 -4.0222 2.9084
C -4.5811 -5.0259 2.4260
O -4.7111 -6.3179 2.9958
C -5.9394 -6.9795 2.7574
C -6.2452 -7.2162 1.2880
H -5.5840 -3.9289 3.9949
H -5.4026 -3.0459 2.4697
H -6.6276 -4.3044 2.6222
H -3.5831 -4.6951 2.7133
H -4.5918 -5.0827 1.3314
H -6.7680 -6.4431 3.2347
H -5.8427 -7.9361 3.2717
H -6.3750 -6.2819 0.7401
H -7.1701 -7.7865 1.1917
H -5.4396 -7.7790 0.8146
C 8.4004 4.2339 2.0574
C 7.5413 4.8694 0.9780
O 6.6307 3.9769 0.3608
C 5.6745 3.3740 1.2156
C 4.7596 4.3589 1.9221
H 8.9529 3.3832 1.6563
H 9.1163 4.9651 2.4353
H 7.8068 3.8864 2.9038
H 8.1740 5.2240 0.1638
H 7.0149 5.7440 1.3775
H 6.1629 2.7154 1.9432
H 5.0811 2.7364 0.5605
H 5.3039 5.0055 2.6119
H 4.0110 3.8149 2.4992
H 4.2443 4.9890 1.1960
*
```

lowest unoccupied orbital energy	0.49	eV
SMILES	C[C@H](I)COC(=O)OS(C)(=O)=O.CCOCC.CCOCC.CCOCC
molecular weight	530.5	g mol⁻¹
HOMO energy	-9.476	eV
frontier orbital gap	9.96	eV

***

The following is a DFT calculation (ωB97M-V/def2-TZVPD) of a structure of composition C17H39N5O7Tl at a distorted geometry.

```
! wB97M-V def2-TZVPD RIJCOSX def2/J DEFGRID3
* xyz 1 1
Tl -1.5787 0.0395 1.0567
O 1.6375 3.3952 -1.8290
C 1.4822 4.8408 -1.7929
C 0.1073 5.5771 -1.5066
O -0.7445 5.0606 -0.5417
H 1.8677 5.2398 -2.7311
H 2.2606 5.3465 -1.2216
H -0.3787 5.5358 -2.4813
H 0.2557 6.6442 -1.3409
C 0.6149 -6.0100 6.0268
C -0.4573 -4.9922 6.6018
O -0.5757 -3.9586 5.9850
N -1.0906 -5.2713 7.7292
C -0.5022 -5.9675 8.8085
H 0.1864 -7.0118 6.0569
H 1.6369 -6.0858 6.3983
H 0.6367 -5.6191 5.0095
H -1.8061 -4.5880 7.9324
H -1.1181 -6.7896 9.1731
H -0.3389 -5.3944 9.7212
H 0.5225 -6.2925 8.6286
C -7.6442 -0.3424 -4.4318
C -6.5194 0.6523 -4.1138
O -5.7479 0.3820 -3.2130
N -6.4489 1.6401 -5.0411
C -5.4549 2.7056 -5.0637
H -8.5429 0.2722 -4.4832
H -7.5919 -1.0953 -3.6453
H -7.4837 -0.8081 -5.4042
H -7.2802 1.6740 -5.6138
H -5.7389 3.5170 -4.3936
H -5.1608 3.2207 -5.9782
H -4.5362 2.3130 -4.6279
C 3.1094 4.4178 6.9649
C 1.8908 4.4022 6.0582
O 1.7434 3.5746 5.1546
N 0.9116 5.2810 6.4022
C 1.1993 6.5253 7.0279
H 3.7135 3.5384 6.7419
H 2.7480 4.2329 7.9765
H 3.6701 5.3477 6.8700
H 0.0784 5.3451 5.8350
H 1.3847 7.3288 6.3150
H 1.9207 6.3411 7.8240
H 0.2246 6.8078 7.4255
C -0.9407 -1.9894 -7.0496
C -0.4299 -0.9709 -6.0323
O -0.5476 -1.3130 -4.8582
N -0.0521 0.1914 -6.4380
C -0.3290 0.9557 -7.7521
H -0.3753 -2.9212 -7.0345
H -0.7990 -1.6792 -8.0849
H -1.9161 -2.4060 -6.7984
H 0.3538 0.7574 -5.7066
H -1.0812 0.5480 -8.4276
H 0.5579 0.6782 -8.3217
H -0.3506 2.0453 -7.7719
C 5.3008 -4.6213 -0.0414
C 4.4219 -3.4281 -0.4831
O 3.6182 -2.9571 0.3128
N 4.5190 -2.8612 -1.6869
C 5.0392 -3.5389 -2.8857
H 4.7566 -4.8562 0.8734
H 6.2833 -4.1529 0.0156
H 5.3830 -5.4365 -0.7603
H 4.0943 -1.9550 -1.8232
H 4.1363 -3.4790 -3.4935
H 5.4130 -4.5350 -2.6488
H 5.8820 -3.0478 -3.3721
*
```

lowest unoccupied orbital energy	-6.39	eV
energy above the lowest of the compared OMol25 structures with the same formula, charge and spin	620.0	kJ/mol
molecular weight	629.9	g mol⁻¹
HOMO energy	-10.813	eV
frontier orbital gap	4.42	eV

***

The following is a DFT calculation (ωB97M-V/def2-TZVPD) of a cluster of 3 separate species, C17H39O10P in total.

```
! wB97M-V def2-TZVPD RIJCOSX def2/J DEFGRID3
* xyz 0 1
C 4.1730 -1.3995 2.8439
C 3.0730 -2.3252 2.3321
C 2.0345 -2.6544 3.4076
O 2.0437 -4.0605 3.7366
P 0.9595 -5.0587 3.1877
O 1.0489 -6.4130 3.7182
O 1.1183 -4.9824 1.5906
C 1.2456 -6.1921 0.8370
C 1.2633 -5.7760 -0.6274
O 0.3048 -5.2932 -1.1631
O -0.3872 -4.2631 3.4356
C -1.5555 -4.5573 2.6603
C -2.7272 -3.8287 3.2878
O -2.4920 -2.4548 3.4814
C -2.3259 -1.7011 2.2938
C -3.6318 -1.4498 1.5466
H 4.9084 -1.1910 2.0662
H 4.6983 -1.8549 3.6852
H 3.7621 -0.4433 3.1742
H 3.5124 -3.2634 1.9922
H 2.5749 -1.8683 1.4753
H 2.2654 -2.1414 4.3412
H 1.0301 -2.3570 3.1095
H 2.1500 -6.7255 1.1288
H 0.3838 -6.8425 1.0031
H 2.2067 -5.9255 -1.1873
H -1.7636 -5.6319 2.6632
H -1.3858 -4.2535 1.6267
H -3.6089 -4.0087 2.6567
H -2.9285 -4.2420 4.2750
H -1.6014 -2.1756 1.6226
H -1.8842 -0.7543 2.6030
H -4.4478 -1.2937 2.2527
H -3.5337 -0.5432 0.9455
H -3.8913 -2.2551 0.8591
C 0.5412 3.4901 -0.6642
O -0.2721 4.0143 0.3707
C -1.4306 3.2434 0.6301
C -1.2636 2.3591 1.8463
O -0.2677 1.3691 1.6506
C 0.9718 1.6784 2.2594
H 1.4804 4.0407 -0.6468
H 0.7478 2.4273 -0.5161
H 0.0664 3.6273 -1.6414
H -1.6854 2.6299 -0.2411
H -2.2587 3.9358 0.8099
H -2.2103 1.8451 2.0429
H -1.0251 2.9728 2.7210
H 0.9109 1.5751 3.3485
H 1.2983 2.6918 2.0145
H 1.7039 0.9667 1.8792
C 1.0587 5.7141 -6.9861
O -0.3065 5.3864 -7.1593
C -0.6029 4.0230 -6.9167
C -1.2083 3.8075 -5.5468
O -0.2966 4.1171 -4.5069
C -0.5076 5.3880 -3.9215
H 1.1355 6.7996 -7.0131
H 1.4430 5.3507 -6.0298
H 1.6678 5.2975 -7.7958
H 0.2989 3.4103 -7.0223
H -1.3221 3.6991 -7.6750
H -1.4841 2.7538 -5.4437
H -2.1188 4.4079 -5.4473
H -1.4091 5.3853 -3.2983
H -0.5994 6.1744 -4.6743
H 0.3527 5.5986 -3.2882
*
```

lowest unoccupied orbital energy	0.50	eV
SMILES	CCCO[P@](=O)(OCC=O)OCCOCC.COCCOC.COCCOC
molecular weight	434.5	g mol⁻¹
HOMO energy	-9.371	eV
frontier orbital gap	9.87	eV

***

The following is a DFT calculation (ωB97M-V/def2-TZVPD) of a structure of composition C17H40AlN5O6 at a distorted geometry.

```
! wB97M-V def2-TZVPD RIJCOSX def2/J DEFGRID3
* xyz 3 2
Al 2.3597 2.6959 0.4144
C -0.7097 -1.0716 0.5936
C -0.3408 -0.2455 1.8456
O 0.7106 0.5909 1.7254
H 0.2404 -1.3290 0.1256
H -1.3754 -0.5411 -0.0872
H -1.1380 -2.0631 0.7407
H -0.1541 -0.8190 2.7535
H -1.2440 0.3270 2.0566
C 2.6962 -1.3691 -1.0864
O 2.3733 -0.2122 -0.6865
N 4.0298 -1.8077 -1.2998
C 4.1232 -3.0588 -2.0693
C 5.2039 -0.9616 -1.0442
H 1.8840 -2.0617 -1.3561
H 4.9979 -3.5969 -1.7040
H 4.2543 -2.9115 -3.1414
H 3.2515 -3.7130 -2.0805
H 5.8366 -1.5117 -0.3476
H 5.8862 -1.0676 -1.8876
H 5.1708 0.1165 -0.8872
C -4.8099 0.3673 2.6784
O -5.7927 0.6988 2.0120
N -4.5736 -0.7927 3.3073
C -3.3019 -1.0564 3.9507
C -5.5583 -1.8771 3.3617
H -3.8904 0.9620 2.7929
H -2.4284 -0.4339 3.7565
H -3.0424 -1.9948 3.4606
H -3.3904 -1.1450 5.0335
H -6.5720 -1.4920 3.2518
H -5.2723 -2.5414 2.5462
H -5.5424 -2.2095 4.3997
C 5.0646 0.4160 2.2957
O 4.2986 1.3763 2.1893
N 4.6997 -0.7789 2.7672
C 5.8046 -1.7427 3.0351
C 3.2825 -1.0914 2.8173
H 6.1496 0.5253 2.1436
H 5.4408 -2.3041 3.8956
H 6.7569 -1.2866 3.3054
H 5.8478 -2.4197 2.1819
H 2.6137 -0.2311 2.7899
H 3.0209 -1.4937 1.8386
H 3.1148 -1.7942 3.6335
C -4.9648 3.4542 -1.0775
O -4.8929 4.1858 -0.0621
N -4.0024 2.6342 -1.4336
C -4.1118 2.0241 -2.7020
C -2.7484 2.3362 -0.7266
H -5.8427 3.4667 -1.7419
H -3.9578 0.9699 -2.4719
H -3.3109 2.2386 -3.4096
H -5.1215 2.1930 -3.0764
H -2.7763 1.2858 -0.4368
H -1.8698 2.6755 -1.2753
H -2.7143 2.9872 0.1469
C 0.4455 2.1966 -2.9743
O 0.6297 1.8468 -1.8405
N -0.1371 1.4812 -3.9552
C -0.7149 2.0930 -5.1278
C -0.4060 0.1058 -3.6617
H 0.6327 3.2685 -3.1420
H -0.6973 1.2373 -5.8028
H -0.2619 3.0235 -5.4700
H -1.7856 2.2113 -4.9612
H -0.3666 -0.2124 -2.6199
H -1.3601 -0.2757 -4.0253
H 0.3590 -0.4771 -4.1748
*
```

lowest unoccupied orbital energy (spin up / spin down)	-12.82 / -13.11	eV
⟨S²⟩	1.824
molecular weight	437.5	g mol⁻¹
HOMO energy (spin up / spin down)	-15.307 / -15.306	eV
frontier orbital gap (spin up / spin down)	2.49 / 2.20	eV

***

Look up the molecular weight of the second one.
629.9 g mol⁻¹

***

molecular weight of number 1 (C17H39IO8S)?
530.5 g mol⁻¹